(1)
12
Properties=species:S:1:pos:R:3:nbo_charge:R:1 method="wB97M-V/def2-TZVPD" charge=0 smiles=N.N.N spin_multiplicity=1 e_homo_ev=-9.17 de_lowest_kj_mol=6.5 energy_ha=-169.64959
N -0.061 1.383 0.542 -1.081
H 0.416 1.128 1.400 0.356
H -0.995 1.701 0.777 0.365
H 0.400 2.192 0.144 0.367
N -1.888 -0.239 -1.587 -1.128
H -1.500 -0.647 -2.416 0.368
H -2.853 -0.473 -1.433 0.362
H -1.310 -0.116 -0.775 0.392
N 1.979 -1.345 1.048 -1.085
H 1.884 -2.066 0.349 0.364
H 2.773 -0.758 0.839 0.356
H 1.157 -0.761 1.112 0.363

(2)
31
Properties=species:S:1:pos:R:3:nbo_charge:R:1 method="wB97M-V/def2-TZVPD" charge=0 spin_multiplicity=1 e_homo_ev=-6.74 energy_ha=-3884.37024
N -1.008 0.216 0.804 -0.538
C -0.901 0.981 -0.354 0.541
O -1.584 0.728 -1.359 -0.595
C 0.056 2.088 -0.324 -0.258
C 0.813 2.320 0.796 -0.204
C 0.697 1.472 1.917 -0.266
C -0.234 0.429 1.838 0.057
H 0.097 2.686 -1.232 0.220
H 1.503 3.156 0.807 0.214
H 1.283 1.605 2.823 0.215
H -0.345 -0.263 2.675 0.179
O -2.182 -5.744 -0.988 -0.443
C -3.224 -5.249 -1.130 0.555
Co -4.735 -4.388 -1.255 0.160
C -4.509 -3.512 -2.765 0.431
O -4.341 -2.947 -3.765 -0.444
C -5.971 -5.614 -1.466 0.513
O -6.774 -6.439 -1.630 -0.452
C -4.654 -3.375 0.493 -0.469
C -3.932 -2.175 0.451 -0.151
C -2.707 -1.667 0.555 -0.282
Co -5.675 -1.996 0.081 -0.042
C -5.589 -0.726 -1.183 0.548
O -5.611 0.114 -1.977 -0.440
C -6.136 -1.009 1.471 0.612
O -6.427 -0.328 2.363 -0.454
C -7.261 -2.757 -0.352 0.547
O -8.304 -3.164 -0.626 -0.468
H -4.719 -4.034 1.368 0.237
H -2.512 -0.614 0.366 0.275
H -1.840 -2.273 0.790 0.201